No. 1
# C40H108N8O13

A cluster of 10 separate species, C40H108N8O13 in total in a non-equilibrium geometry (ωB97M-V with the def2-TZVPD basis set, the Open Molecules 2025 dataset).

Properties
**Net charge**: -1
**<S²>**: 0.75
**Multiplicity**: 2
**HOMO energy (alpha / beta)**: 0.80 / -6.67 eV

CARTESIAN COORDINATES (ANGSTROEM)
1 C -7.79209 3.24082 5.34737
2 H -2.36111 1.97643 0.47696
3 H 1.31167 -1.27891 2.24694
4 C 1.77953 -5.77298 -1.19765
5 H 6.75058 -0.50124 -0.12395
6 H 1.66381 -3.93863 -5.03359
7 H -8.26631 -4.63253 3.53354
8 H -6.46045 -3.67347 -3.47859
9 C 0.69612 -0.62227 2.86180
10 C -1.89194 4.43125 1.04970
11 H -5.47428 -1.66335 -4.25930
12 H 6.87989 2.74333 2.27986
13 H 1.10845 -1.94794 -1.49230
14 N -4.76885 -2.95389 -2.77147
15 H -7.78605 0.94063 3.68521
16 H 2.42520 -6.28442 -0.48375
17 H -5.54668 -2.83176 3.47122
18 O 7.67411 4.63052 3.38347
19 O -6.60590 -4.91626 -1.28837
20 C -2.76843 2.37926 1.40427
21 H -1.21798 4.50065 1.90355
22 H -3.52765 -4.82995 2.86930
23 H -2.19154 5.47620 0.96970
24 O -0.36814 -0.85898 -0.47449
25 C 8.48008 4.80302 4.50841
26 H -1.46452 4.03050 0.13055
27 C -4.83013 -3.76207 1.70172
28 H 8.70105 3.81361 4.90885
29 H 6.03728 5.48718 4.26507
30 H 4.54009 1.95465 0.96864
31 H 3.72707 -0.63770 2.39946
32 H -4.12667 0.29243 -3.37465
33 N -0.05703 0.13280 4.92994
34 H 2.95797 5.48538 -9.83203
35 H 5.17780 6.07515 -1.24533
36 H -9.01292 -3.33284 2.44908
37 H 1.69033 1.61753 -2.02840
38 H 2.96935 -0.15646 -0.96313
39 H 8.10644 5.40735 5.33501
40 O -7.17982 3.04354 4.04544
41 H 5.26401 3.32781 -3.91767
42 H -0.03848 -3.27458 -2.88216
43 C -5.47623 -4.12098 -3.34017
44 C -6.03281 0.88400 -1.79234
45 C -7.06126 -6.16113 -0.64400
46 C 5.89728 -1.56158 -1.71740
47 H -0.12364 -2.76357 -4.58426
48 H -5.81824 -6.08475 -2.92525
49 H 5.40127 5.44223 -6.90235
50 C 3.40341 5.71154 -8.86325
51 H -2.23998 1.97669 2.26845
52 H -8.79557 3.64829 5.22449
53 H 2.10851 -4.49602 -2.64189
54 C -5.82395 -3.70317 2.87805
55 C -4.49032 -0.55576 -2.79464
56 O 3.83036 4.67178 -8.04623
57 H 0.75659 -5.64075 -0.84523
58 C -3.41360 -4.08032 2.08628
59 H -6.01156 0.25545 2.43453
60 H 0.63773 0.40560 -2.24137
61 H 5.05727 4.83467 2.08864
62 H 2.34503 4.25412 -5.27500
63 H 8.07241 -1.47770 -2.39453
64 H 6.94328 -2.46677 -3.21327
65 O -3.05339 3.74042 1.30401
66 C 4.69795 -0.90022 1.97924
67 H -1.06161 0.19849 5.01137
68 H 6.24425 4.29523 -0.17528
69 C 1.51714 1.17717 0.00597
70 H 0.36404 0.15376 5.84774
71 H 2.66701 2.73851 -6.25883
72 O 1.21720 -4.26837 -4.25039
73 C 4.40710 5.03458 -6.71919
74 C 5.40333 2.59841 0.79983
75 H -6.28785 -6.74216 -0.14165
76 C -4.03873 1.58717 1.32515
77 H 1.34211 0.25482 2.90061
78 C 4.38904 3.84576 -5.70908
79 H 5.45968 3.20073 -1.28670
80 N 5.16353 4.13398 -4.51775
81 C -6.90461 1.57366 3.78744
82 H -8.17742 -2.89430 3.86099
83 H 9.45389 5.24553 4.29865
84 H -6.72187 1.77152 1.75591
85 H 4.79871 -1.96456 2.19167
86 H 2.37684 -1.15542 4.88100
87 H -2.77715 -4.27278 1.22258
88 H 2.77645 6.29981 -8.19321
89 H 4.86928 -0.72018 -3.29686
90 H 5.53377 -0.35141 2.41319
91 C 5.30315 4.02490 2.77560
92 H -6.38759 1.15348 4.65013
93 C 5.93029 -1.21647 -0.18441
94 H -5.29848 -2.57802 -1.99796
95 C -8.17726 -3.64824 3.07381
96 C 0.20608 -1.09478 4.23255
97 H -4.70397 -5.45076 -1.83000
98 H 1.97691 2.07321 -0.41096
99 H -3.66962 -1.94976 -4.24382
100 H 1.43203 -3.92945 6.39672
101 H -2.22320 -1.74941 -0.46287
102 H -4.91843 -4.52746 -4.18381
103 C 0.54550 -3.06494 -3.77833
104 N -4.81633 -2.35875 1.17690
105 H -4.06229 0.50612 1.18773
106 C 7.24548 -2.16365 -2.21083
107 H 5.05762 -2.24871 -1.82202
108 H -0.62283 -1.80179 4.19906
109 H 1.23982 -2.22695 -3.71662
110 H 1.90677 1.02231 1.01210
111 H 3.51447 6.39017 -0.86865
112 C 6.33579 4.54213 3.81133
113 H -0.14055 -3.63795 5.51443
114 H -7.80128 2.27821 5.85866
115 H 2.82546 2.74725 -4.56427
116 C -5.65579 -5.20586 -2.30133
117 H -6.98670 0.87403 -1.26500
118 H 4.25810 6.29300 -9.20893
119 H -5.28246 1.03942 -1.01716
120 O -5.89329 -0.41829 -2.35926
121 H -6.12445 1.71463 -2.49218
122 C 2.97917 3.38244 -5.43664
123 H -4.78925 2.94805 2.50518
124 C 4.20678 5.59203 -1.13659
125 H 1.01055 -4.90743 4.94311
126 O 2.32576 -4.59055 -1.71159
127 H 3.90200 5.83141 -6.17327
128 H 3.80584 5.09627 -2.02065
129 H 4.94388 3.08785 -6.26210
130 H -5.77372 -2.04872 1.09090
131 H -0.81834 -2.72446 -1.02251
132 H -3.01843 -3.33949 2.78135
133 H 1.27273 -1.62627 6.02119
134 H 4.90914 0.07055 -1.97229
135 H -7.72876 -5.77534 0.12652
136 H -7.63059 -6.83990 -1.27899
137 C 1.47565 -1.76356 4.95908
138 H 4.36479 3.60432 3.13714
139 N 5.52825 -0.44226 -2.58369
140 H 6.16418 3.80178 4.59271
141 O 4.70650 -0.82163 0.50214
142 H 1.86369 -6.40271 -2.08334
143 C 1.03119 -1.19962 -0.70352
144 H 7.38376 -3.08189 -1.64004
145 C -4.58184 -1.83677 -3.65799
146 H 6.10408 4.45611 -4.69576
147 H -5.11773 -4.56264 1.02020
148 H -3.73085 -0.62811 -2.01614
149 O 1.67843 -3.08481 4.69558
150 C 5.34894 3.69040 -0.31919
151 H 1.41965 -1.84207 0.08671
152 H -4.47373 2.10165 0.46830
153 C -1.17635 -1.99982 -0.29119
154 H -5.76107 -4.62508 3.45619
155 H -7.19347 3.90935 5.96612
156 C 1.90840 0.06591 -0.84887
157 H 6.39864 -2.09403 0.26131
158 O -7.10231 -3.68244 2.18710
159 H 0.49020 1.51203 0.15216
160 C -6.12657 1.33248 2.55652
161 H -0.24030 -0.37262 2.36289
162 H 6.02422 1.81278 0.36925
163 C 0.90283 -3.94532 5.44393
164 N 1.62286 0.62477 -2.20155
165 H -1.11072 -2.50585 0.67199
166 N -4.80665 1.93829 2.51872
167 N 5.88242 2.84619 2.15911
168 O 4.17591 4.56463 -0.19897
169 H -4.69122 -2.38537 0.17503



No. 2
# C6H10O

The molecule C6H10O in a non-equilibrium geometry (ωB97M-V with the def2-TZVPD basis set, the Open Molecules 2025 dataset).

Properties
**Net charge**: 0
**ΔE to the lowest compared entry with this formula, charge and spin**: 90.66 kcal per mole
**HOMO energy**: -9.72 eV

CARTESIAN COORDINATES (ANGSTROEM)
1 H -1.75118 -2.44842 0.50069
2 H -1.12094 0.06279 -1.84964
3 C -0.77468 0.31686 0.22357
4 H 1.80158 -0.30130 1.49088
5 C 1.71229 1.50599 0.19516
6 C -1.21189 -0.63348 -0.86707
7 O -1.14655 -0.60964 1.26014
8 H 2.25678 1.89194 -0.66182
9 H 2.54365 -0.56727 -0.14629
10 H -3.03012 -1.20309 0.51048
11 C -1.96114 -1.37357 0.34710
12 C 0.61814 0.59536 -0.23055
13 H 1.60354 2.19624 1.02492
14 C 1.85095 0.02308 0.44241
15 H -0.39891 -1.31480 -1.12631
16 H -1.39117 1.23001 0.30072
17 H 0.39965 0.62930 -1.41438



No. 3
# C22H24N2O6

The molecule C22H24N2O6 (ωB97M-V with the def2-TZVPD basis set, the Open Molecules 2025 dataset).

Properties
**Net charge**: 0
**ΔE to the lowest compared entry with this formula, charge and spin**: 8.62 kcal per mole
**HOMO energy**: -8.43 eV

CARTESIAN COORDINATES (ANGSTROEM)
1 O 3.11907 2.03983 1.14708
2 C -3.73549 0.91417 0.63710
3 C -1.82971 -3.20052 1.90638
4 H -5.62425 0.34577 -2.04392
5 H -3.25652 -0.05710 -2.08094
6 H 4.36166 -0.88499 -1.78911
7 H -1.47619 -3.94917 1.20081
8 C 1.18445 2.05429 -0.18333
9 H -1.26053 -3.28921 2.82823
10 H -5.89395 0.93481 0.66030
11 C 0.61957 1.60778 -1.37572
12 C 0.20413 -1.71926 -0.13561
13 H -1.61888 2.14894 1.70164
14 C 4.78765 0.37435 0.48181
15 C -0.72536 1.32358 -1.45559
16 C -1.54889 1.49468 -0.33934
17 H 1.76117 -1.43114 2.61907
18 C -5.08472 0.50331 0.07483
19 H 0.78411 2.63432 1.83838
20 O -0.28472 -1.51323 1.09489
21 H 5.14089 2.44169 0.86540
22 C 2.04629 -2.07612 -2.71645
23 H 0.98453 -2.29938 -2.74595
24 H 1.26277 1.45687 -2.22899
25 C -5.04137 0.97278 -1.37296
26 C -3.54818 0.92854 -1.69812
27 H -2.87920 -3.38223 2.11975
28 H 2.89997 -0.07860 2.71756
29 C 2.38740 -1.49485 -1.39614
30 C 4.47889 1.66204 1.25977
31 O -0.47799 -2.11084 -1.06037
32 O -3.45113 0.96451 1.81083
33 H -3.25959 1.69209 -2.42296
34 C 2.42032 -0.71795 0.74136
35 H -5.15727 -0.58431 0.14670
36 H -2.19604 -1.73115 0.36565
37 H 1.21405 0.19027 2.23875
38 H -1.12059 0.93615 -2.37971
39 H 2.60701 -2.99598 -2.88353
40 C -0.99057 1.99446 0.84088
41 O 3.38182 2.17971 -1.08223
42 C -1.66046 -1.80671 1.31824
43 N 3.59843 -0.98120 -1.13662
44 H -2.02071 -1.04062 2.00849
45 H 4.67334 1.53021 2.32644
46 C 2.65477 2.13402 -0.11773
47 C 0.35993 2.25896 0.92012
48 H -5.41011 1.99656 -1.44671
49 C 3.63897 -0.45367 0.13521
50 C 1.61805 -1.36773 -0.23757
51 C 2.06082 -0.48856 2.16428
52 N -2.90419 1.17679 -0.41760
53 H 2.29533 -1.37787 -3.51450
54 O 5.91116 0.14096 0.09172



No. 4
# C6H7NOS2

The molecule C6H7NOS2 in a non-equilibrium geometry (ωB97M-V with the def2-TZVPD basis set, the Open Molecules 2025 dataset).

Properties
**Net charge**: 0
**<S²>**: 2.05
**ΔE to the lowest compared entry with this formula, charge and spin**: 34.74 kcal per mole
**Multiplicity**: 3
**HOMO energy (alpha / beta)**: -6.50 / -8.72 eV

CARTESIAN COORDINATES (ANGSTROEM)
1 S 1.29930 1.42196 2.89994
2 C 1.16220 0.77355 -0.68387
3 H -1.65316 0.95004 -0.54165
4 S -0.59109 -0.36612 2.78735
5 H -0.99186 -2.21933 -0.23661
6 C 0.01648 0.30900 -1.61511
7 H -2.03738 -0.24867 -1.58491
8 H 1.93124 1.33253 -1.04402
9 H -0.18920 0.98639 -2.55278
10 H -2.36951 -1.35503 0.38735
11 C -1.26798 -0.03545 -0.94781
12 N 1.98303 0.53595 1.56117
13 C -0.54961 -0.66490 1.25536
14 C 1.15022 0.55656 0.56687
15 H 0.49857 -0.57730 -1.98366
16 C -1.30625 -1.14041 0.14163
17 O 2.91499 -0.25876 1.59075



No. 5
# C17H30ClF3IN5O7P3

The ion C17H30ClF3IN5O7P3 with charge +1 in a non-equilibrium geometry (ωB97M-V with the def2-TZVPD basis set, the Open Molecules 2025 dataset).

Properties
**Net charge**: +1
**HOMO energy**: -10.62 eV

CARTESIAN COORDINATES (ANGSTROEM)
1 N -0.51633 0.97885 -0.28261
2 N 3.38017 -1.80088 -1.46836
3 H -2.40703 4.66100 1.16725
4 C -1.04741 -4.05589 -0.25572
5 H -2.91785 1.43921 -1.41056
6 C -1.18192 -1.80928 1.81546
7 N 1.73598 1.69344 -0.71006
8 H 2.41435 3.65470 -0.51567
9 O 3.81779 1.93496 0.94590
10 C -1.15906 0.18929 -1.42372
11 O 1.48499 -2.92369 -0.14741
12 H 0.47957 -4.97030 1.01968
13 H 0.71186 3.55361 -0.91563
14 F -4.91382 -0.63039 -2.90076
15 H 0.66876 -2.92106 2.29104
16 P -1.32872 -2.26498 0.05883
17 C -2.62386 0.43528 -1.72664
18 H 4.32163 -1.59605 -1.16933
19 Cl 0.39168 -0.76473 -4.02126
20 F -5.54435 -1.24659 -0.93632
21 C 4.26833 1.44888 -0.31199
22 C -2.64519 3.88388 0.43366
23 H 5.05195 2.11000 -0.69848
24 H -2.03753 -2.32289 2.26736
25 H -1.42897 -0.75401 1.85159
26 H -0.31828 -4.19752 -1.05938
27 H -3.68189 3.58324 0.61616
28 H -1.00652 -4.52265 1.90209
29 F -5.28298 0.84894 -1.39060
30 H -2.48472 -2.42513 -2.44366
31 H -0.64637 0.54937 -2.32457
32 O -3.53081 -0.51390 -1.15717
33 C -1.77766 2.68117 0.65161
34 N 0.96462 -0.58239 -0.97816
35 C -0.60817 -4.89856 0.95747
36 H -1.99222 -4.45551 -0.63348
37 C 0.08049 -2.08274 2.65679
38 H 1.95638 -3.61348 -0.65019
39 C -0.48562 -1.18013 -1.18526
40 H 5.57637 1.23336 1.76229
41 H -0.98939 -5.91510 0.83650
42 H 4.71831 0.46091 -0.21120
43 C -1.80769 2.07667 2.01636
44 N -1.03790 2.32326 -0.33998
45 C 1.13456 3.25901 1.13768
46 P -0.35766 -2.21954 -2.79018
47 H -1.31415 1.11432 2.05514
48 H 0.69634 -1.18555 2.74809
49 I 0.41593 5.23838 1.54588
50 H 3.22613 2.33401 -1.94901
51 H -2.51989 4.28820 -0.57044
52 C 1.49932 3.09075 -0.31940
53 O 2.70000 -1.00629 0.98128
54 C -4.80399 -0.38911 -1.59247
55 H -2.72577 0.40609 -2.81650
56 C 4.66985 1.81610 1.98273
57 C 0.79819 0.75385 -0.62129
58 P 2.26316 -1.57560 -0.43534
59 C 3.08273 1.46725 -1.29584
60 H 3.04281 0.59536 -1.94667
61 O -1.93000 -2.13720 -3.19362
62 O 1.22381 2.45116 1.97926
63 H -0.22326 -2.32639 3.68088
64 H -2.84140 1.94868 2.35350
65 H 2.20929 -0.25895 1.35973
66 O 4.43624 2.28261 3.01822
67 H -1.30325 2.76065 2.70652



No. 6
# C11H15N

A cluster of 2 separate species, C11H15N in total in a non-equilibrium geometry (ωB97M-V with the def2-TZVPD basis set, the Open Molecules 2025 dataset).

Properties
**Net charge**: 0
**ΔE to the lowest compared entry with this formula, charge and spin**: 16.71 kcal per mole
**HOMO energy**: -7.78 eV

CARTESIAN COORDINATES (ANGSTROEM)
1 C -1.12768 0.88866 -0.11548
2 H 0.39814 -1.88266 4.17741
3 N 1.06602 0.57471 -2.87456
4 H 3.23501 1.54265 0.33008
5 C 2.18759 1.36924 0.54711
6 H 0.63127 -3.00293 2.93984
7 H -1.30696 -0.74103 3.01567
8 C -2.30927 0.37394 -0.56178
9 C 1.42423 1.08834 -0.70838
10 C -0.83248 -1.44866 2.34924
11 C -0.14935 0.46426 -2.25066
12 C 0.02089 0.89981 -0.91704
13 H -0.44895 -0.94091 1.51546
14 H 2.07422 0.46446 1.15017
15 H -1.51053 -0.06606 -3.83772
16 H -1.51444 -2.25031 2.11727
17 H -1.02729 1.24377 0.90171
18 H 1.26435 0.39058 -3.83353
19 H 2.99425 1.17000 -2.18535
20 H 1.68592 2.17647 1.06835
21 C 1.99901 0.94704 -1.93606
22 H -3.21802 0.35269 0.02077
23 H -3.41533 -0.46329 -2.13247
24 H 1.28262 -1.29642 2.83651
25 C 0.44335 -1.94453 3.08099
26 C -2.46491 0.00564 -1.92850
27 C -1.38166 0.08454 -2.76905



No. 7
# C23H25BrMnN3O5S2

A structure of composition C23H25BrMnN3O5S2 in a non-equilibrium geometry (ωB97M-V with the def2-TZVPD basis set, the Open Molecules 2025 dataset).

Properties
**Net charge**: -1
**<S²>**: 8.76
**ΔE to the lowest compared entry with this formula, charge and spin**: 4.60 kcal per mole
**Multiplicity**: 6
**HOMO energy (alpha / beta)**: -4.46 / -5.25 eV

CARTESIAN COORDINATES (ANGSTROEM)
1 C 0.37488 -0.45967 6.36420
2 H -2.91199 0.89388 -4.04072
3 N -0.18177 3.20319 0.86028
4 C -2.54091 -1.74813 -3.88461
5 H 5.72815 2.61293 -1.59737
6 C 0.63477 -0.22794 4.01334
7 N -1.82746 -1.45383 -0.28505
8 O -0.96743 1.09762 1.09008
9 C -1.41167 2.34603 -3.80788
10 O -1.33708 -2.52898 2.25963
11 H -3.95309 -4.63003 -2.86119
12 C -1.93325 2.76820 2.48689
13 C 3.37776 2.00306 -0.32479
14 C -0.30981 -1.86982 2.41617
15 H 5.61326 1.08988 -2.49346
16 C 0.27615 1.71302 -2.25453
17 S 3.25688 3.65612 -0.45794
18 S 2.53516 0.98882 0.77284
19 H -2.06727 -2.01244 0.52717
20 O 4.21004 1.26836 -1.07507
21 H 0.99830 0.39297 3.19079
22 O 2.41951 -1.55219 -0.97566
23 O 0.54647 -1.48940 1.57811
24 C -2.34664 -1.91351 -1.50676
25 H 1.16808 2.01590 -1.67741
26 H -2.01221 -0.45762 -0.08845
27 N -0.31272 -1.59460 6.21640
28 C 2.91338 -2.77115 -0.43285
29 H 2.28767 -3.63245 -0.70191
30 C 0.91230 0.18773 5.27269
31 C -3.43883 -3.68428 -2.76822
32 H -2.56295 3.52225 1.98795
33 H -3.40829 -3.47954 -4.89794
34 H -2.52344 1.94769 2.83259
35 C -0.54604 -2.02926 4.95955
36 C -3.14627 -2.99114 -3.92423
37 H 0.26580 3.62704 -3.26518
38 H -0.23913 4.15800 1.19028
39 H 0.49359 -0.17196 7.39583
40 C -2.12773 -1.18487 -2.69178
41 H -2.34946 -1.22360 -4.83864
42 H -1.38318 3.30583 3.26963
43 H -1.11127 -2.96192 4.93271
44 H 0.60215 2.92467 0.26252
45 C -1.48890 0.16390 -2.68427
46 Br 1.95802 1.74297 5.49133
47 C -0.19634 2.63507 -3.18795
48 C 5.04099 1.90370 -2.05039
49 C -0.32731 0.48286 -1.90705
50 H -1.85621 3.01564 -4.56940
51 C -0.97137 2.26448 1.43330
52 C -0.05066 -1.37274 3.81891
53 H 3.89970 -3.06720 -0.81906
54 H 2.83521 -0.83752 -0.43149
55 C -2.01326 1.11238 -3.54904
56 H 2.93635 -2.72116 0.65759
57 Mn 0.47606 -0.62986 -0.28047
58 H -3.30069 -3.59939 -0.60341
59 C -3.02530 -3.13713 -1.56602
60 H 4.41930 2.38909 -2.78059